[1]
Entry from the OMol25 dataset: one molecule with the formula CH2N2O2S2 in a non-equilibrium geometry (wB97M-V/def2-TZVPD).

Element x y z (Å)
C -1.2152 3.3061 -1.5584
O -2.3359 0.5835 -0.3088
H 1.0793 -0.1499 -0.6577
N 0.0198 -0.3067 -0.3245
S -1.0716 0.8752 -0.9532
H 0.0036 -0.1504 0.6348
O -1.0096 0.7070 -2.3523
N -1.7493 3.7715 -2.4407
S -0.3384 2.7621 -0.1291

Results
Frontier orbital gap (eV): 9.631
Total charge: 0
Molar mass (g/mol): 138.17
ΔE to the lowest compared entry with this formula, charge and spin (kJ/mol): 145.8
E_LUMO (eV): -1.36

=====

[2]
Entry from the OMol25 dataset: a 2-piece molecular cluster, C2H6N3O2 overall in a non-equilibrium geometry (wB97M-V/def2-TZVPD).

Element x y z (Å)
H 0.7814 2.2930 0.8100
H 0.0042 2.3753 -1.4638
O -2.4290 -0.7920 0.9958
N 0.1405 1.4643 -1.0841
H 1.3684 0.1125 1.5290
N 0.7016 0.2295 0.7725
C 0.5356 1.3892 0.1622
O 0.1761 0.4364 -1.9882
C -1.7341 -1.6631 0.8222
H 0.5463 -0.3867 -1.7536
H -1.6325 -2.8061 0.5353
H 0.9875 -1.6988 0.5315
N 0.5542 -0.9536 0.1313

Results
Frontier orbital gap (alpha / beta) (eV): 7.058 / 7.521
Total charge: +1
Molar mass (g/mol): 104.09
ΔE to the lowest compared entry with this formula, charge and spin (kJ/mol): 526.1
E_LUMO (alpha / beta) (eV): -5.08 / -4.84

=====

[3]
Entry from the OMol25 dataset: a 2-piece molecular cluster, C5H8NOS overall in a non-equilibrium geometry (wB97M-V/def2-TZVPD).

Element x y z (Å)
H -0.3646 1.6461 -1.1839
H -2.3335 -0.5275 0.6956
N -1.3772 -0.8537 0.5157
C 1.6230 -1.3206 -0.2527
H -1.8603 2.2502 -0.7599
H 1.5841 1.5752 1.4687
C -0.3840 -0.1471 0.8678
C 0.9312 -0.2643 0.4405
H 1.0074 -2.0177 -0.8570
C 1.7416 0.8498 0.7077
H -0.6278 0.7276 1.5113
C 2.9131 -0.9600 -0.5137
H 3.7468 -1.4245 -0.8817
O -1.1876 1.5172 -0.6831
S 3.3680 0.5621 0.1740
H -1.3223 -1.5739 -0.2613

Results
Frontier orbital gap (eV): 9.009
Total charge: +1
Molar mass (g/mol): 130.19
ΔE to the lowest compared entry with this formula, charge and spin (kJ/mol): 79.3
E_LUMO (eV): -4.61

=====

[4]
Entry from the OMol25 dataset: C21H27HfO2Si as an isolated structure in a non-equilibrium geometry (wB97M-V/def2-TZVPD).

Element x y z (Å)
Si -0.9014 -0.1726 4.8652
H -3.3074 0.3951 4.9720
H -0.0631 -1.7149 6.8212
H 2.7990 -1.6700 1.1187
H -0.2109 -2.6424 5.3663
C 1.7084 -1.6730 1.0753
C -0.1817 1.3490 5.7779
H -1.8780 -0.1936 -4.1864
H 1.7632 1.4556 3.1405
H 1.1744 -1.6069 5.6216
O 0.0704 -0.0723 -3.2427
H 1.2774 -1.8587 3.2351
O -0.8833 0.0609 3.1679
H -0.0670 2.9420 -7.1403
C -2.6944 -0.4142 5.3978
H -1.2552 -2.5583 -0.2831
H -1.3558 -1.6609 -3.1149
H -0.8925 2.4665 3.0618
H -1.6406 2.6501 0.5623
C 1.0264 -0.0877 -8.1107
H 0.7202 2.8079 -0.8412
H -3.1319 -1.3311 4.9726
C 0.0632 1.2440 -5.8657
H 1.3426 -2.3730 -1.0438
C 0.2468 -0.8329 -4.4352
H -2.9717 -0.4431 6.4718
H -0.2952 1.3770 6.8867
H -0.6656 2.2774 5.4319
C 0.8600 -1.8560 2.2079
C 0.5604 2.2711 0.0744
H 0.7542 -1.8007 -4.3365
C 0.9327 -2.0133 -0.1101
H 2.6956 1.9940 0.7121
C 0.9208 -0.7725 -6.8975
C 0.2037 1.9057 -7.0751
C 1.1179 1.7021 2.2671
C -0.4718 -2.1771 1.7617
C -1.1358 -0.7832 -3.6895
Hf -0.1381 0.0162 1.2271
H -1.4021 -2.3489 2.3130
C 1.6354 1.8573 0.9273
H 0.7871 1.7638 -9.1459
H 0.8991 1.5129 5.6157
C 0.6830 1.2519 -8.2096
H 1.3829 -0.6426 -8.9793
C -0.6588 2.2925 0.8882
C -0.4516 -2.1978 0.3171
C -0.2633 2.1119 2.2543
H -0.3635 1.7771 -5.0033
C 0.4327 -0.1117 -5.7088
C 0.0734 -1.6349 5.7148
H 1.1498 -1.8383 -6.8076

Results
Frontier orbital gap (eV): 6.241
Total charge: +1
Molar mass (g/mol): 518.02
ΔE to the lowest compared entry with this formula, charge and spin (kJ/mol): 273.9
E_LUMO (eV): -4.69

=====

[5]
Entry from the OMol25 dataset: a 2-piece molecular cluster, C4H7NO2 overall (wB97M-V/def2-TZVPD).

Element x y z (Å)
O 0.3228 -1.6393 1.6476
H -1.0619 -1.2792 -3.1692
C 0.0302 0.3059 0.2914
H -0.8951 0.5633 0.8013
N -0.1400 0.0905 -2.3142
C 0.1261 0.5206 -1.1609
C 0.8659 1.4527 -0.3410
H 1.7619 -1.0421 0.3634
H -1.4211 -0.6477 2.8235
O -0.9324 -1.0464 -2.2405
H 1.9510 1.3635 -0.2988
C 0.7587 -0.8808 0.8156
H -1.8945 -0.1618 3.1328
H 0.4841 2.4611 -0.2030

Results
Frontier orbital gap (eV): 10.708
Total charge: 0
Molar mass (g/mol): 101.10
ΔE to the lowest compared entry with this formula, charge and spin (kJ/mol): 488.2
E_LUMO (eV): 0.74

=====

[6]
Entry from the OMol25 dataset: C5H9O3Sn as an isolated structure in a non-equilibrium geometry (wB97M-V/def2-TZVPD).

Element x y z (Å)
H 0.1198 3.1737 4.1436
C -0.1066 0.5672 -2.0125
O 0.1962 1.1457 1.7495
H -1.2590 -3.3594 -2.7928
H 0.4832 -2.6798 -1.2354
C 0.6640 1.9919 2.5088
H 1.1502 1.8048 4.5341
C -1.1959 -2.2908 -2.5457
O 0.5387 0.9169 -2.9667
H -1.9560 -2.0679 -1.7848
Sn 0.2636 0.8496 -0.0613
H 0.9263 -1.9942 -2.8411
C 0.1905 -1.9780 -2.0261
H 1.4095 2.7079 2.1176
C 0.2844 2.1066 3.9235
O 0.2976 -0.6900 -1.4194
H -0.6006 1.5116 4.1659
H -1.4061 -1.7157 -3.4573

Results
Frontier orbital gap (alpha / beta) (eV): 6.018 / 6.017
Total charge: +1
Molar mass (g/mol): 235.84
ΔE to the lowest compared entry with this formula, charge and spin (kJ/mol): 493.9
E_LUMO (alpha / beta) (eV): -5.32 / -5.32

=====

Q: The highest molar mass belongs to which entry?
A: C21H27HfO2Si